C26H63ClFN3O12S | the ωB97M-V functional and the def2-TZVPD basis

The calculation puts the HOMO-LUMO gap at 0.328 Ha. For the HOMO energy, the calculation gives -8.83 eV. As for the total charge: 0. The value obtained for the LUMO energy is 0.102 eV.

Bonds (Å) are listed after each position.
Positions of all 107 atoms, in Å:
1 H 1.7952 3.1414 2.7542  O17 0.965
2 H -5.2827 -6.3406 1.7286  C91 1.095
3 H 5.1579 4.9978 -4.3618  C13 1.093
4 H 0.0780 -3.0268 1.7909  C96 1.089
5 C 2.4106 4.9199 2.2606  H10 1.095, O17 1.424, C22 1.519, H98 1.090
6 H -4.3757 -6.8028 0.2846  C91 1.089
7 H -1.5282 -1.9136 -1.2090  C36 1.088
8 H -4.2532 -1.7072 2.2636  C24 1.089
9 H -2.9964 -0.1360 -0.7314  C27 1.085
10 H 3.3793 4.5761 1.8829  C5 1.095
11 H 1.3040 -5.0463 -4.9570  C97 1.092
12 H 7.3716 7.9666 0.4295  C104 1.095
13 C 4.5533 4.1396 -4.0585  H3 1.093, H21 1.091, H67 1.091, C107 1.518
14 H -3.5629 -8.0679 2.2980  C58 1.091
15 C 5.6897 6.6512 0.7873  H52 1.091, H53 1.091, H73 1.093, C104 1.520
16 F -0.2330 2.2906 -1.6818  C86 1.328
17 O 1.9218 3.9808 3.2127  H1 0.965, C5 1.424
18 O 0.6582 -3.1063 -3.1658  C71 1.430, H84 0.962
19 O -5.5693 -3.8381 -0.5313  H80 0.962, C81 1.426
20 Cl -4.8763 -1.0670 -2.2048  C23 1.778
21 H 3.5352 4.2892 -4.4217  C13 1.091
22 C 1.4268 5.0995 1.1179  C5 1.519, H25 1.092, H29 1.091, H43 1.092
23 C -3.2593 -0.5968 -2.7749  Cl20 1.778, C27 1.539, H65 1.087, H82 1.084
24 C -3.5381 -1.6369 3.0815  H8 1.089, H35 1.092, C41 1.525, N64 1.476
25 H 1.7941 5.8253 0.3891  C22 1.092
26 H 1.1155 -0.0842 -2.3076  C60 1.088
27 C -2.3972 -0.0359 -1.6306  H9 1.085, C23 1.539, C36 1.538, H89 1.082
28 H -8.5790 -4.1005 0.9797  C87 1.091
29 H 0.4644 5.4423 1.5004  C22 1.091
30 C -1.8986 -2.3346 1.2645  C41 1.534, H49 1.087, H69 1.091, C96 1.545
31 H 7.2044 1.2747 2.3620  C48 1.089
32 O -0.1924 0.3837 2.9733  S75 1.418
33 C -0.1114 -0.4380 -0.4926  C36 1.521, C60 1.576, O68 1.469, C79 1.504
34 H 7.5840 2.9552 1.9579  C48 1.097
35 H -3.9892 -2.1313 3.9438  C24 1.092
36 C -1.1539 -0.9296 -1.4850  H7 1.088, C27 1.538, C33 1.521, H66 1.084
37 H -0.4322 -3.4473 0.1727  C96 1.088
38 H -3.5202 -0.0887 4.4369  N64 1.008
39 H 3.9938 3.1066 -2.2450  C107 1.087
40 N -5.3608 0.7278 2.5183  H62 1.016, C93 1.275
41 C -2.2201 -2.3354 2.7644  C24 1.525, C30 1.534, H45 1.089, H61 1.090
42 H -7.7120 -5.3582 0.0783  C87 1.090
43 H 1.2595 4.1503 0.6049  C22 1.092
44 O -6.2695 -7.5176 0.3458  H55 0.962, C91 1.427
45 H -1.4240 -1.8246 3.3046  C41 1.089
46 H 1.9880 0.0820 -0.8098  C60 1.086
47 H 6.4188 4.5328 -2.2878  O70 0.965
48 C 6.9373 2.1049 1.7092  H31 1.089, H34 1.097, C72 1.517, O92 1.419
49 H -2.2917 -1.4375 0.7937  C30 1.087
50 H 1.5468 -2.5472 -4.9477  C71 1.095
51 N -3.3240 1.7439 2.1474  H54 1.011, C93 1.391, H101 1.010
52 H 5.7514 6.6894 1.8756  C15 1.091
53 H 5.3591 5.6554 0.4884  C15 1.091
54 H -2.3638 1.6674 2.4554  N51 1.011
55 H -6.9054 -7.8271 0.9978  O44 0.962
56 H 4.1490 4.8574 -2.0629  C107 1.096
57 H 7.7834 6.2469 0.4373  C104 1.088
58 C -4.4860 -8.3460 1.7877  H14 1.091, C91 1.518, H95 1.092, H105 1.090
59 O 1.8626 2.4907 -1.1772  C86 1.168
60 C 1.0365 0.2913 -1.2895  H26 1.088, C33 1.576, H46 1.086, C86 1.496
61 H -2.2314 -3.3675 3.1149  C41 1.090
62 H -5.7787 -0.0527 3.0174  N40 1.016
63 H -7.4430 -3.1298 -1.0348  C81 1.095
64 N -3.3408 -0.2220 3.4535  C24 1.476, H38 1.008, C93 1.431
65 H -2.8066 -1.5043 -3.1658  C23 1.087
66 H -0.7191 -1.0616 -2.4694  C36 1.084
67 H 4.9737 3.2574 -4.5427  C13 1.091
68 O -0.5566 0.5350 0.5133  C33 1.469, S75 1.602
69 H -2.4796 -3.1616 0.8527  C30 1.091
70 O 5.8945 3.7552 -2.0608  H47 0.965, C107 1.425
71 C 0.6296 -3.0282 -4.5937  O18 1.430, H50 1.095, H90 1.090, C97 1.516
72 C 5.4743 2.4707 1.8699  C48 1.517, H85 1.092, H94 1.090, H99 1.092
73 H 4.9256 7.3598 0.4577  C15 1.093
74 H 6.2663 7.5463 -1.5571  O88 0.962
75 S 0.4829 0.5052 1.7322  O32 1.418, O68 1.602, O77 1.422, O83 1.605
76 H 0.4312 -4.3207 -6.3151  C97 1.090
77 O 1.4072 1.5785 1.6035  S75 1.422
78 H 6.9489 2.4289 -0.1974  O92 0.965
79 C 0.4756 -1.5492 0.3333  C33 1.504, O83 1.450, C96 1.531, H106 1.091
80 H -5.6830 -4.6325 -1.0624  O19 0.962
81 C -6.8657 -3.3908 -0.1411  O19 1.426, H63 1.095, C87 1.516, H103 1.089
82 H -3.3659 0.0943 -3.6038  C23 1.084
83 O 1.2247 -0.8723 1.3747  S75 1.605, C79 1.450
84 H 1.4046 -3.6611 -2.9189  O18 0.962
85 H 5.2068 3.2857 1.1933  C72 1.092
86 C 0.9533 1.7833 -1.3669  F16 1.328, O59 1.168, C60 1.496
87 C -7.5928 -4.4478 0.6667  H28 1.091, H42 1.090, C81 1.516, H100 1.091
88 O 6.9278 6.9030 -1.2857  H74 0.962, C104 1.429
89 H -2.1470 0.9969 -1.8340  C27 1.082
90 H -0.2126 -2.3863 -4.8503  C71 1.090
91 C -5.0731 -7.1639 1.0386  H2 1.095, H6 1.089, O44 1.427, C58 1.518
92 O 7.1783 1.6862 0.3745  C48 1.419, H78 0.965
93 C -4.0988 0.7314 2.7029  N40 1.275, N51 1.391, N64 1.431
94 H 4.8422 1.6197 1.6146  C72 1.090
95 H -5.1919 -8.7198 2.5330  C58 1.092
96 C -0.4284 -2.6443 0.9063  H4 1.089, C30 1.545, H37 1.088, C79 1.531
97 C 0.4696 -4.3957 -5.2281  H11 1.092, C71 1.516, H76 1.090, H102 1.090
98 H 2.5665 5.8633 2.7836  C5 1.090
99 H 5.2490 2.7800 2.8929  C72 1.092
100 H -7.0149 -4.7066 1.5548  C87 1.091
101 H -3.6749 2.6671 2.3582  N51 1.010
102 H -0.4457 -4.8723 -4.8769  C97 1.090
103 H -6.7191 -2.4844 0.4448  C81 1.089
104 C 7.0266 6.9695 0.1381  H12 1.095, C15 1.520, H57 1.088, O88 1.429
105 H -4.2734 -9.1642 1.0993  C58 1.090
106 H 1.1859 -2.0615 -0.3173  C79 1.091
107 C 4.5744 3.9729 -2.5501  C13 1.518, H39 1.087, H56 1.096, O70 1.425